1.
61
Properties=species:S:1:pos:R:3:nbo_charge:R:1 method="wB97M-V/def2-TZVPD" homo_energy_ev=-5.7 spin_multiplicity=1 gap_ev=8.0022 de_lowest_kcal_mol=9.4 charge=-1 e_lumo_ev=2.347
S 3.251 -1.219 -0.293 2.337
S -1.635 5.048 2.521 2.338
S -0.614 -2.161 -3.858 2.354
O -1.758 6.327 3.192 -0.927
O 0.755 1.597 -2.187 -0.520
O 0.795 -1.876 -3.677 -0.929
O -4.684 -1.296 -1.526 -0.581
O -0.854 2.168 -0.846 -0.595
O 4.508 -2.279 -0.308 -0.723
O 3.087 -0.771 -1.656 -0.880
O -2.748 4.136 2.478 -0.943
O 2.213 -1.842 0.497 -0.943
O 0.762 0.977 -0.114 -0.571
O -4.665 0.662 -0.477 -0.490
O -1.124 -2.783 -2.446 -0.726
O -0.329 4.288 3.148 -0.717
O -1.084 -2.961 -4.958 -0.921
N 0.217 1.555 -1.061 0.711
C 4.164 -3.587 -0.755 -0.083
C 5.371 -4.499 -0.449 -0.614
C 0.752 2.172 3.423 -0.624
C -4.355 -0.635 -0.578 0.789
C -1.518 -0.593 -3.818 -0.899
C 3.965 0.167 0.653 -0.853
C -0.581 -2.261 -1.239 -0.085
C -1.079 5.315 0.794 -0.864
C -0.703 -3.293 -0.138 -0.628
C -3.164 0.239 1.228 -0.443
C -3.677 -1.095 0.661 -0.528
C 0.156 3.148 2.423 -0.092
C -3.970 1.357 0.584 -0.067
H -1.491 -0.248 -4.851 0.239
H -0.216 -2.859 0.735 0.231
H -2.489 -0.785 -3.367 0.257
H -1.756 -3.520 0.035 0.197
H -2.796 -1.731 0.632 0.246
H 4.034 -3.620 -1.838 0.191
H 3.175 0.808 1.033 0.273
H -3.378 2.181 0.190 0.219
H -0.003 5.450 0.844 0.240
H 0.942 3.515 1.761 0.180
H -0.999 0.196 -3.270 0.285
H -0.616 2.646 1.840 0.231
H -3.198 0.297 2.317 0.209
H 3.316 -3.997 -0.211 0.196
H -1.026 -1.316 -0.913 0.178
H 5.481 -4.499 0.636 0.205
H 4.625 0.643 -0.068 0.244
H 0.068 1.404 3.775 0.215
H -4.680 1.792 1.288 0.177
H 0.472 -2.001 -1.333 0.228
H -2.102 0.326 0.986 0.237
H -1.441 4.477 0.204 0.283
H 1.509 1.644 2.834 0.220
H 5.104 -5.509 -0.766 0.207
H 1.316 2.671 4.210 0.210
H 4.562 -0.187 1.493 0.231
H -4.387 -1.573 1.339 0.227
H -0.199 -4.234 -0.363 0.207
H -1.575 6.258 0.570 0.241
H 6.293 -4.237 -0.962 0.209

***

2.
56
Properties=species:S:1:pos:R:3:nbo_charge:R:1 method="wB97M-V/def2-TZVPD" smiles="C[C@@H](Br)CCOCCOCPP(=O)(O)O.CNC(C)=O.CNC(C)=O" homo_energy_ev=-8.6 spin_multiplicity=1 gap_ev=9.0981 e_lumo_ev=0.534
Br 5.170 -2.855 0.473 -0.071
P -2.221 -0.350 0.169 0.100
P -1.617 -2.297 -0.593 1.983
O 2.282 0.993 -0.163 -0.548
O -0.526 0.726 -1.720 -0.546
O 4.592 0.526 4.317 -0.635
O -5.164 0.333 -1.472 -0.652
O -2.847 -3.197 -0.632 -1.097
O -0.515 -3.031 0.458 -0.975
O -0.972 -2.251 -2.146 -0.961
N 3.055 -1.055 4.702 -0.616
N -5.918 0.486 -3.572 -0.612
C 4.448 -0.086 0.496 -0.457
C 4.250 -1.318 -0.444 -0.187
C 3.683 1.206 -0.001 -0.068
C 2.772 1.155 5.735 -0.721
C 4.912 -1.178 -1.863 -0.656
C 1.850 1.107 -1.516 -0.083
C -7.201 1.552 -1.770 -0.721
C 1.847 -1.627 5.262 -0.411
C -6.816 0.884 -4.638 -0.412
C -1.772 1.016 -1.085 -0.295
C -6.019 0.748 -2.243 0.681
C 3.549 0.201 4.866 0.674
C 0.418 1.791 -1.602 -0.086
H 2.524 1.704 -2.176 0.170
H 1.310 -0.915 5.882 0.211
H -7.187 -0.014 -5.136 0.201
H -0.577 -3.115 -2.350 0.504
H -3.649 -0.396 0.253 0.084
H -2.561 1.025 -1.884 0.210
H 4.153 -0.853 -2.622 0.218
H 4.198 1.657 -0.883 0.172
H 5.836 -0.555 -1.871 0.218
H 3.798 1.949 0.838 0.194
H 0.306 2.393 -0.667 0.189
H 3.629 -1.636 4.108 0.406
H -0.970 -3.156 1.305 0.508
H -7.139 1.675 -0.691 0.245
H 2.117 -2.498 5.862 0.197
H 1.775 1.316 5.321 0.227
H 3.194 -1.642 -0.569 0.227
H -8.131 1.032 -2.007 0.229
H 5.522 0.169 0.650 0.226
H 0.427 2.481 -2.487 0.172
H -7.656 1.462 -4.266 0.212
H 1.202 -1.951 4.443 0.199
H -7.195 2.541 -2.232 0.226
H -5.102 -0.057 -3.812 0.406
H 5.225 -2.209 -2.181 0.233
H 2.699 0.767 6.752 0.225
H -1.786 2.012 -0.571 0.202
H -6.258 1.483 -5.361 0.198
H 4.033 -0.336 1.505 0.231
H 3.291 2.111 5.766 0.244
H 1.729 0.073 -1.938 0.188

***

3.
53
Properties=species:S:1:pos:R:3:nbo_charge:R:1 method="wB97M-V/def2-TZVPD" s_squared=6.02 homo_energy_ev="-16.3 / -17.4" spin_multiplicity=5 gap_ev="7.9185 / 6.5264" charge=+3 e_lumo_ev="-8.359 / -10.840"
Os 0.098 2.640 -0.526 1.294
Sb 0.600 -2.809 -1.440 1.443
Cl -0.952 4.605 -0.941 0.194
O 2.151 -0.796 0.166 -0.572
O 0.639 0.770 -0.339 -0.737
N 2.384 -1.107 6.111 -0.754
N 2.250 2.806 0.090 -0.881
N 4.665 -1.367 6.081 -0.746
N 3.631 -0.222 4.367 -0.568
C -1.857 3.048 -0.969 -0.623
C 2.619 -2.063 -3.689 -0.629
C 2.892 1.461 0.241 -0.168
C 1.257 -2.722 -3.486 -0.714
C -1.526 -4.574 -2.748 -0.642
C 3.012 1.627 2.867 -0.425
C 1.667 -4.459 -0.567 -0.708
C 3.711 1.302 1.528 -0.424
C 2.514 0.407 3.652 -0.220
C 2.132 -5.433 -1.650 -0.637
C -1.445 -3.503 -1.664 -0.682
C 1.850 0.359 0.036 0.788
C 3.555 -0.894 5.521 0.682
H 1.779 0.747 4.381 0.218
H 0.956 -4.903 0.130 0.244
H 4.637 -1.883 6.945 0.438
H 2.037 -0.319 2.988 0.212
H -1.726 -3.864 -0.676 0.242
H 3.707 2.171 3.508 0.250
H 1.262 -3.775 -3.770 0.254
H 2.602 -1.005 -3.426 0.201
H 4.588 1.941 1.413 0.246
H 3.587 1.328 -0.589 0.262
H 2.334 -1.552 7.013 0.439
H 2.622 -6.281 -1.170 0.258
H -2.250 2.845 -1.961 0.273
H 2.897 -2.130 -4.741 0.252
H -2.020 -2.611 -1.903 0.237
H 4.069 0.271 1.529 0.247
H 5.574 -1.196 5.684 0.430
H 1.519 -0.783 5.718 0.425
H 2.497 -4.031 -0.009 0.241
H -2.613 3.029 -0.188 0.270
H -0.962 -5.471 -2.498 0.222
H 2.858 -4.982 -2.326 0.219
H -1.217 -4.210 -3.727 0.223
H 0.458 -2.201 -4.011 0.242
H 2.344 3.340 0.954 0.423
H -2.571 -4.878 -2.842 0.263
H 2.758 3.348 -0.609 0.432
H 4.544 -0.153 3.946 0.416
H 1.306 -5.832 -2.238 0.220
H 3.406 -2.553 -3.115 0.217
H 2.157 2.294 2.722 0.209

***

4.
55
Properties=species:S:1:pos:R:3:nbo_charge:R:1 method="wB97M-V/def2-TZVPD" smiles="CCCN[Si@@H](CC)P(O)Cl.O=S1(=O)CCCC1.O=S1(=O)CCCC1" homo_energy_ev=-8.3 spin_multiplicity=1 gap_ev=8.6983 e_lumo_ev=0.382
Cl 5.573 -1.725 -6.331 -0.354
S -4.335 1.141 3.265 2.163
S -0.306 1.361 -0.650 2.166
P 6.062 -1.225 -4.351 0.702
Si 3.945 -1.670 -3.614 1.228
O -3.961 2.529 3.145 -0.947
O -4.991 0.486 2.161 -0.947
O 0.899 1.379 0.145 -0.951
O -0.510 0.289 -1.594 -0.953
O 6.807 -2.575 -3.780 -0.980
N 4.214 -2.216 -1.979 -1.077
C -4.749 -0.430 5.316 -0.408
C 3.239 -1.395 0.783 -0.609
C -2.372 2.867 0.105 -0.404
C 2.360 -2.071 -0.266 -0.416
C -2.017 3.214 -1.347 -0.409
C -3.223 -0.333 5.188 -0.403
C -2.914 0.150 3.768 -0.674
C 2.826 -0.174 -3.762 -0.901
C -0.527 2.925 -1.494 -0.669
C -5.299 0.874 4.750 -0.670
C 1.370 -0.537 -4.093 -0.596
C 3.103 -2.913 -1.304 -0.206
C -1.757 1.498 0.403 -0.675
H 2.852 0.300 -2.772 0.234
H -1.429 1.386 1.433 0.244
H 4.023 -0.772 0.344 0.189
H -0.180 2.803 -2.518 0.254
H -2.422 0.680 0.130 0.255
H -2.586 2.585 -2.036 0.217
H 0.720 0.329 -3.959 0.213
H -5.124 -1.273 4.733 0.219
H 3.216 0.570 -4.463 0.237
H -2.739 -1.289 5.386 0.229
H 0.085 3.660 -0.972 0.241
H 1.742 -1.322 -0.770 0.215
H -2.841 0.386 5.915 0.212
H 1.664 -2.744 0.248 0.204
H -6.348 0.844 4.465 0.259
H 6.217 -3.157 -3.277 0.503
H -2.242 4.253 -1.581 0.228
H -2.028 0.778 3.706 0.250
H 3.382 -2.832 -4.342 -0.181
H -1.951 3.616 0.778 0.214
H 4.553 -1.458 -1.398 0.383
H 2.636 -0.730 1.404 0.226
H 3.477 -3.837 -0.847 0.179
H 0.989 -1.305 -3.416 0.208
H 1.259 -0.894 -5.118 0.205
H -2.843 -0.670 3.056 0.250
H 2.373 -3.222 -2.061 0.191
H -5.111 1.720 5.411 0.241
H -5.060 -0.573 6.350 0.229
H 3.726 -2.131 1.429 0.201
H -3.447 2.848 0.276 0.244